Below is a molecular structure, C25H25F5GeN4RuS3, with properties calculated with wB97M-V/def2-TZVPD.

- Molecular weight: 746.4 g mol⁻¹
- Relative energy (zero: lowest compared OMol25 entry of this formula, charge and spin): 81.48 kJ/mol
- Frontier orbital gap (alpha / beta): 0.27209 / 0.22015 Ha
- Net charge: +1
- 2S+1: 6
- HOMO level (alpha / beta): -11.012 / -12.171 eV

```
64
C25H25F5GeN4RuS3 (wB97M-V/def2-TZVPD)
Ru -0.72540 0.71450 -0.52754
S -1.12755 2.82062 0.79297
C -1.87997 3.77798 -0.37694
C -2.24351 5.11201 0.02676
N -2.52843 6.17669 0.35223
C -2.20771 3.38667 -1.69207
S -1.88756 1.89281 -2.34710
C -2.91526 4.31900 -2.53735
N -3.47426 5.06193 -3.21105
N -4.26512 -1.61665 -1.55303
C -2.94468 -1.38023 -1.52680
N -2.58037 -0.62412 -0.51174
C -3.77153 -0.33202 0.17569
C -3.99587 0.41195 1.33517
C -5.29571 0.50877 1.78034
C -6.36086 -0.11898 1.10442
C -6.14708 -0.86670 -0.03230
C -4.82896 -0.95386 -0.46937
H -4.74471 -2.18233 -2.23340
H -2.27479 -1.78489 -2.26994
H -3.18568 0.88099 1.87837
H -5.50904 1.07445 2.67680
H -7.36597 -0.01566 1.48890
H -6.95659 -1.36092 -0.55139
C 4.83944 -0.41128 -2.65352
C 3.61686 -0.68153 -1.79053
C 3.97153 -0.97336 -0.33859
C 2.73225 -1.26767 0.50808
Ge 1.46321 0.15945 0.72976
C 1.89034 1.53179 2.02363
C 3.37033 1.96022 2.07805
C 3.71928 3.04367 1.06216
C 3.58064 2.63532 -0.39603
H 4.56512 -0.19496 -3.68537
H 5.51063 -1.27165 -2.66470
H 5.40972 0.44108 -2.27750
H 3.04811 -1.52616 -2.19419
H 2.94088 0.18143 -1.84294
H 4.54378 -0.14224 0.07997
H 4.63502 -1.84120 -0.29477
H 2.95101 -1.50924 1.55342
H 2.18876 -2.11101 0.08318
H 0.60456 1.45497 -1.10422
H 1.57776 1.06121 2.95971
H 1.27128 2.41433 1.87491
H 4.03185 1.09780 1.96301
H 3.57266 2.35059 3.07675
H 4.74402 3.37158 1.24622
H 3.08486 3.91402 1.25625
H 4.27101 1.83069 -0.65881
H 3.79077 3.47048 -1.06464
H 2.56563 2.30965 -0.65096
F -0.63223 -6.46324 -0.05267
C -0.53754 -5.20690 0.34638
C -0.63144 -4.88744 1.68924
F -0.81766 -5.84415 2.58342
C -0.53504 -3.56538 2.08788
F -0.64018 -3.30511 3.38773
C -0.34648 -2.52565 1.18291
S -0.29165 -0.87438 1.83122
C -0.25094 -2.88824 -0.14863
F -0.01141 -1.95719 -1.10464
C -0.34112 -4.19676 -0.57957
F -0.23901 -4.48559 -1.87320
```

Now the Mulliken charges, all in e: Ru -0.05; S -0.30; C 0.76; C -0.39; N -0.31; C 0.81; S -0.24; C -0.27; N -0.31; N -0.01; C -0.91; N 0.53; C 0.41; C -0.44; C -0.92; C -0.47; C -1.13; C 0.84; H 0.23; H 0.57; H 0.29; H 0.43; H 0.41; H 0.44; C -1.51; C 0.02; C -0.62; C -0.85; Ge 0.60; C -0.69; C -0.58; C -0.62; C -0.36; H 0.39; H 0.38; H 0.30; H 0.37; H 0.13; H 0.17; H 0.51; H 0.58; H 0.44; H 0.42; H 0.54; H 0.27; H 0.28; H 0.40; H 0.35; H 0.30; H 0.03; H 0.48; H -0.17; F -0.28; C 0.69; C 0.34; F -0.27; C 0.16; F -0.31; C 0.93; S -0.50; C -0.61; F -0.50; C 0.12; F -0.31


Below is 2 unconnected molecules or ions with the total composition CH4O3S in a non-equilibrium geometry, with properties calculated with wB97M-V/def2-TZVPD.

- Molecular weight: 96.1 g mol⁻¹
- SMILES: O=C(O)O.S
- Relative energy (zero: lowest compared OMol25 entry of this formula, charge and spin): 28.31 kJ/mol
- Frontier orbital gap: 0.37863 Ha
- HOMO level: -9.889 eV

```
9
CH4O3S (wB97M-V/def2-TZVPD)
C 1.04973 0.11422 0.22947
O 1.01350 0.34471 1.38919
O 1.13360 -1.16374 -0.15873
O 0.96882 0.97349 -0.79733
S -2.30247 -0.04537 -0.17184
H -1.70984 1.03681 -0.68454
H 1.11435 -1.68847 0.63988
H 0.86756 0.55495 -1.58440
H -2.13525 -0.12660 1.13829
```

Now the Mulliken charges, all in e: C 0.72; O -0.51; O -0.45; O -0.42; S -0.34; H 0.16; H 0.33; H 0.32; H 0.17


Below is 2 unconnected molecules or ions with the total composition C3H2NO3S2 in a non-equilibrium geometry, with properties calculated with wB97M-V/def2-TZVPD.

- Molecular weight: 164.2 g mol⁻¹
- Relative energy (zero: lowest compared OMol25 entry of this formula, charge and spin): 364.00 kJ/mol
- Frontier orbital gap (alpha / beta): 0.22476 / 0.22841 Ha
- Net charge: -1
- HOMO level (alpha / beta): -4.512 / -4.572 eV

```
11
C3H2NO3S2 (wB97M-V/def2-TZVPD)
C -0.25445 -0.78091 -1.35790
C -2.07839 -1.88857 -0.74685
C -0.43487 -0.09611 -0.13968
N -1.15401 -1.72287 -1.65474
O 2.62223 2.25507 0.20077
O 1.03295 2.97185 1.93060
O 2.52474 1.10043 2.41117
S -1.85708 -0.68332 0.58444
S 1.83851 1.92252 1.38096
H 0.61563 -0.50196 -1.99693
H -2.85527 -2.57614 -0.61184
```

Now the Mulliken charges, all in e: C -0.42; C -0.11; C -0.04; N -0.61; O -0.44; O -0.43; O -0.46; S -0.19; S 0.98; H 0.32; H 0.40


Below is a single C13H17ClN2O4S molecule, with properties calculated with wB97M-V/def2-TZVPD.

- Molecular weight: 332.8 g mol⁻¹
- SMILES: O=C(CCNS(=O)(=O)c1ccc(Cl)cc1)N1CCOCC1
- Relative energy (zero: lowest compared OMol25 entry of this formula, charge and spin): 152.54 kJ/mol
- Frontier orbital gap: 0.35193 Ha
- HOMO level: -9.037 eV

```
38
C13H17ClN2O4S (wB97M-V/def2-TZVPD)
O 0.37084 -0.32930 -0.96247
C -0.73668 0.13988 -0.74645
N -1.68150 -0.55812 -0.08911
C -2.99189 -0.09071 0.30354
H -3.29757 0.76491 -0.29340
C -4.00644 -1.22491 0.09538
O -3.64027 -2.39595 0.78082
C -2.37296 -2.84690 0.35829
H -2.15849 -3.74466 0.93957
C -1.30500 -1.78045 0.59740
H -0.33585 -2.09969 0.21333
H -1.22801 -1.57373 1.67147
H -2.40514 -3.10385 -0.71166
H -4.98375 -0.93540 0.48493
H -4.09261 -1.43641 -0.98264
H -2.96681 0.19688 1.36166
C -1.12174 1.50645 -1.29956
H -1.68088 2.07207 -0.55764
C 0.14280 2.28783 -1.64139
N 0.66577 2.90489 -0.43829
S 0.98653 2.06136 0.95858
O 1.61047 3.03217 1.81060
O -0.21850 1.43993 1.42736
C 2.21365 0.79963 0.61233
C 2.12815 -0.40026 1.28968
C 3.08301 -1.37750 1.07766
C 4.11694 -1.12726 0.18652
C 4.21333 0.08436 -0.48150
C 3.25225 1.05591 -0.25903
H 3.31568 2.00679 -0.76505
H 5.02765 0.26050 -1.16678
Cl 5.30708 -2.34103 -0.09166
H 3.02875 -2.32477 1.59080
H 1.30328 -0.55554 1.96536
H 1.40433 3.57134 -0.59563
H 0.87012 1.60377 -2.10069
H -0.08945 3.09207 -2.34466
H -1.72707 1.36570 -2.19767
```

Now the Mulliken charges, all in e: O -0.61; C 0.52; N 0.39; C -0.52; H 0.45; C -0.76; O -0.39; C -0.73; H 0.34; C -0.66; H 0.38; H 0.30; H 0.35; H 0.37; H 0.35; H 0.23; C -0.85; H 0.46; C -0.76; N -0.37; S 1.21; O -0.75; O -0.59; C 0.04; C -0.01; C -0.82; C 0.42; C -0.86; C -0.24; H 0.37; H 0.42; Cl -0.22; H 0.44; H 0.49; H 0.31; H 0.31; H 0.48; H 0.53


Below is 2 unconnected molecules or ions with the total composition C4H12NO3 in a non-equilibrium geometry, with properties calculated with wB97M-V/def2-TZVPD.

- Molecular weight: 122.1 g mol⁻¹
- Relative energy (zero: lowest compared OMol25 entry of this formula, charge and spin): 110.43 kJ/mol
- Frontier orbital gap: 0.27223 Ha
- Net charge: -1
- HOMO level: -3.584 eV

```
20
C4H12NO3 (wB97M-V/def2-TZVPD)
C 0.54126 -0.88790 0.17478
O -0.47307 -1.11203 -0.73411
C 0.95191 0.62894 -0.04533
C -0.20364 1.56260 0.32420
C -0.67248 1.68605 1.75562
O -1.82403 0.89843 2.00278
N 1.48489 0.92683 -1.39478
H 0.20484 -0.93060 1.22641
H 1.42121 -1.52869 -0.07674
H 1.78813 0.80711 0.65351
H 0.31831 2.50618 0.08523
H -1.00097 1.15350 -0.36212
H 0.20288 1.32512 2.35239
H -0.83854 2.71357 2.07014
H -1.85759 0.13711 1.41460
H 0.88279 1.58329 -1.86068
H 1.67740 0.03847 -1.83533
H -0.00732 -2.15526 -1.52465
H -0.61859 -3.52059 -1.98552
O 0.26322 -3.19837 -1.78244
```

Now the Mulliken charges, all in e: C -0.81; O -0.83; C 0.48; C -0.95; C -0.54; O -0.59; N -0.65; H 0.26; H 0.40; H 0.24; H 0.26; H 0.39; H 0.24; H 0.36; H 0.35; H 0.21; H 0.28; H 0.44; H 0.24; O -0.79


Number 1: total energy -5052.0257 Ha. Number 2: total energy -664.4114 Ha. Number 3: total energy -1192.3162 Ha. Number 4: total energy -1774.4209 Ha. Number 5: total energy -440.0661 Ha.